24
Properties=species:S:1:pos:R:3 method="wB97M-V/def2-TZVPD" e_lumo_ha=-0.18421 orbital_gap_ev=8.09 relative_energy_kcal_mol=103.2 e_tot_ha=-799.08257 charge=+1
C -0.091 -0.654 1.105
C -0.671 -0.050 -1.470
C 0.768 0.173 -1.783
C -1.668 0.566 -2.442
C 0.238 -2.887 1.864
C 0.523 1.317 2.279
N 0.345 -1.465 1.924
N -0.317 0.671 1.308
N -0.667 1.505 0.268
S -1.118 -1.274 -0.408
H 0.789 -0.442 -2.622
H 1.325 -0.211 -0.969
H 0.891 1.213 -1.872
H -2.234 1.525 -1.987
H -2.497 -0.035 -2.731
H -1.226 0.870 -3.301
H 1.276 -3.296 1.640
H -0.441 -3.142 1.022
H -0.054 -3.250 2.949
H 0.933 0.413 2.893
H 1.327 1.792 1.672
H -0.197 1.908 2.855
H 0.096 2.175 -0.055
H -1.573 1.808 0.336

=====

23
Properties=species:S:1:pos:R:3 method="wB97M-V/def2-TZVPD" e_lumo_ha=-0.01114 orbital_gap_ev=9.34 relative_energy_kcal_mol=38.7 e_tot_ha=-1006.08937
H -0.787 -0.561 -2.828
N -1.512 -0.587 -2.096
C -1.129 -0.774 -0.932
C 0.177 -1.079 -0.490
C 1.268 -0.232 -0.720
C 2.558 -0.528 -0.294
C 2.755 -1.574 0.599
C 1.642 -2.353 0.967
C 0.396 -2.146 0.379
S -2.427 -0.756 0.388
O -1.879 -0.227 1.611
O -3.156 -2.011 0.384
O -3.459 0.518 -0.161
H 1.183 0.617 -1.393
H 3.315 0.210 -0.337
H 3.770 -1.750 0.847
H 1.935 -3.183 1.593
H -0.407 -2.747 0.690
H -3.781 0.448 -1.032
N -1.673 2.941 0.308
H -2.535 3.248 0.750
H -1.774 1.947 -0.172
H -0.984 2.680 1.069

=====

63
Properties=species:S:1:pos:R:3 method="wB97M-V/def2-TZVPD" smiles="COc1ccc(CNC(=O)[C@H]2CC[C@@H](CNc3c(N4CCOCC4)c(=O)c3=O)CC2)cc1" e_lumo_ha=0.02350 orbital_gap_ev=8.18 relative_energy_kcal_mol=21.6 e_tot_ha=-1473.60072
C 3.383 4.201 -1.080
O 2.882 3.779 0.167
C 2.746 2.451 0.388
C 3.292 1.445 -0.405
C 3.118 0.118 -0.057
C 2.401 -0.248 1.073
C 2.247 -1.714 1.420
N 1.153 -1.984 2.327
C -0.088 -2.283 1.891
O -0.318 -2.535 0.722
C -1.139 -2.287 3.002
C -2.491 -2.828 2.529
C -3.108 -1.935 1.454
C -3.205 -0.470 1.890
C -3.720 0.421 0.741
N -3.053 0.185 -0.519
C -1.896 0.787 -0.845
C -0.929 0.612 -1.846
N -0.715 -0.225 -2.874
C -1.383 -1.497 -3.047
C -0.463 -2.630 -2.565
O 0.768 -2.589 -3.254
C 1.423 -1.357 -3.051
C 0.565 -0.189 -3.554
C -0.205 1.821 -1.427
O 0.773 2.406 -1.845
C -1.226 1.992 -0.329
O -1.429 2.754 0.590
C -1.850 0.028 2.392
C -1.342 -0.858 3.523
C 1.858 0.762 1.859
C 2.025 2.088 1.526
H 3.292 5.286 -1.081
H 2.788 3.783 -1.895
H 4.437 3.928 -1.205
H 3.846 1.683 -1.299
H 3.561 -0.650 -0.676
H 2.053 -2.288 0.509
H 3.173 -2.089 1.871
H 1.292 -1.746 3.295
H -0.763 -2.925 3.811
H -2.361 -3.832 2.122
H -3.159 -2.893 3.391
H -2.470 -2.012 0.574
H -4.102 -2.311 1.198
H -3.926 -0.390 2.712
H -4.787 0.239 0.584
H -3.573 1.469 1.006
H -3.268 -0.698 -0.958
H -2.327 -1.513 -2.507
H -1.582 -1.626 -4.117
H -0.903 -3.603 -2.786
H -0.300 -2.539 -1.482
H 2.363 -1.414 -3.601
H 1.627 -1.209 -1.980
H 1.058 0.761 -3.355
H 0.388 -0.299 -4.629
H -1.940 1.061 2.731
H -1.127 0.016 1.574
H -2.074 -0.877 4.334
H -0.414 -0.452 3.930
H 1.289 0.521 2.743
H 1.591 2.870 2.128